Entry 1:
Entry from OMol25: a cluster of 2 separate species, C3H10N2O in total at a distorted geometry (ωB97M-V/def2-TZVPD).

ORCA input file:
```
! RIJCOSX wB97M-V def2-TZVPD def2/J DEFGRID3
* xyz 0 1
C -0.46775 -1.30521 -1.21754
C 0.29388 -2.20520 -0.58103
O 0.95939 -1.86038 0.54180
H -0.60121 -1.40572 -2.28397
H -1.20123 -0.78104 -0.61655
H 0.30691 -3.25130 -0.84659
H 1.11302 -2.57496 1.17103
N -0.57521 0.81619 1.35133
C -0.54505 1.73203 0.19154
N 0.74434 1.88620 -0.46545
H -0.66971 1.35405 2.18649
H 0.32404 0.35136 1.39285
H -0.85772 2.75613 0.39850
H -1.25466 1.30107 -0.51201
H 0.97982 1.00222 -0.90266
H 1.45114 2.18456 0.19228
*
```

Results
Orbital gap (eV): 9.2
HOMO (eV): -8.53
E_LUMO (eV): 0.65
SMILES string: C=CO.NCN
Max |F| (eV/A): 1.50

---

Entry 2:
Entry from OMol25: a structure of composition C28H23KN5O4 at a distorted geometry (ωB97M-V/def2-TZVPD).

ORCA input file:
```
! RIJCOSX wB97M-V def2-TZVPD def2/J DEFGRID3
* xyz -1 1
K -1.83383 -0.11311 -0.48076
C 2.41227 -4.47681 -4.65626
C 1.86837 -3.29531 -3.90706
C 2.33337 -2.00771 -4.16246
C 1.79367 -0.92081 -3.52606
C 0.76167 -1.03561 -2.56216
N 0.21467 0.04219 -1.97016
C 1.00127 1.07769 -1.64496
C 2.35997 0.90809 -1.27416
C 3.17597 1.95839 -0.95306
C 2.69927 3.26879 -0.95576
C 3.58087 4.41259 -0.54606
C 1.36707 3.46359 -1.27536
C 0.52877 2.40969 -1.60846
N -0.78863 2.75569 -1.97646
C -1.08053 3.65019 -2.93646
C -2.44043 3.86699 -2.89286
C -2.88233 3.03839 -1.85736
N -1.87203 2.38059 -1.31576
C 0.30987 -2.34861 -2.31146
C 0.84897 -3.43611 -2.97966
N -0.64303 -2.64361 -1.30976
C -0.34683 -3.29911 -0.17606
C -1.53403 -3.59271 0.44924
C -2.50563 -3.05881 -0.39936
N -1.95233 -2.49971 -1.46206
H 3.39967 -4.25251 -5.05766
H 1.75007 -4.72771 -5.48926
H 2.48927 -5.35021 -4.01016
H 3.13447 -1.86261 -4.87696
H 2.16557 0.06979 -3.74676
H 2.74487 -0.10141 -1.25216
H 4.20907 1.76789 -0.69046
H 4.62747 4.17229 -0.72926
H 3.45737 4.61719 0.52084
H 3.32817 5.31969 -1.09366
H 0.95667 4.46669 -1.28156
H -0.32003 4.03799 -3.58686
H -3.01503 4.53959 -3.50146
H -3.87623 2.90359 -1.47216
H 0.46937 -4.42211 -2.73856
H 0.66717 -3.49811 0.10964
H -1.67273 -4.12411 1.36994
H -3.57343 -3.05561 -0.28376
O -3.51933 0.02829 1.59364
C -2.44103 -0.27121 2.12434
O -1.44413 -0.75341 1.55514
C -2.26963 -0.06821 3.62764
C -3.34313 -0.03641 4.50114
C -3.15763 0.00789 5.88224
C -1.85733 0.02209 6.32774
O -1.37813 0.02699 7.62784
C 0.02717 0.02369 7.51394
O 0.40397 0.05829 6.16244
C -0.77743 0.02919 5.44724
C -0.95673 -0.01281 4.09324
H -4.33673 -0.06071 4.08044
H -3.98963 0.01659 6.57174
H 0.43267 -0.89441 7.98134
H 0.43887 0.91089 8.02864
H -0.15023 -0.03201 3.38234
*
```

Results
Orbital gap (eV): 6.3
HOMO (eV): -3.69
E_LUMO (eV): 2.63
Max |F| (eV/A): 2.60

---

Entry 3:
Entry from OMol25: the ion CH3NO3P with charge -1 at a distorted geometry (ωB97M-V/def2-TZVPD).

ORCA input file:
```
! RIJCOSX wB97M-V def2-TZVPD def2/J DEFGRID3
* xyz -1 1
C -1.43145 -0.31707 -0.54759
P 0.37291 -0.77345 -0.21044
O 0.31558 -1.41216 1.11174
O 1.03728 0.90127 0.36219
N 2.09600 1.52960 0.74369
O 3.15150 1.20466 0.24340
H -1.86545 0.37637 0.28382
H -1.85397 -1.38817 -0.37055
H -1.82240 -0.12105 -1.61626
*
```

Results
Orbital gap (eV): 7.7
HOMO (eV): -3.28
E_LUMO (eV): 4.47
SMILES string: CP([O-])ON=O
Max |F| (eV/A): 2.40

---

Here are the calculated relative energy (zero: lowest compared OMol25 entry of this formula, charge and spin) numbers, same order: 65.5; 5.9; 108.8 (kcal per mole).
Here are the calculated E numbers, same order: -304.97020; -2255.54771; -661.70249 (a.u.).